This record from the OMol25 dataset describes a structure of composition C32H27BrN4PS6Yb at a distorted geometry. The level of theory is wB97M-V/def2-TZVPD.

E_LUMO (spin up / spin down) ... -0.58 / -1.82 eV
Expectation value of S² ... 0.77
M ... 943.9 g mol⁻¹
Multiplicity ... 2
Orbital gap (spin up / spin down) ... 6.5 / 4.7 eV
Relative energy (zero: lowest compared OMol25 entry of this formula, charge and spin) ... 0.2134 eV
E_HOMO (spin up / spin down) ... -7.05 / -6.53 eV

Geometry (Å):
1 Yb 13.044 13.177 10.820
2 N 14.760 11.809 7.266
3 C 15.630 10.721 7.255
4 C 16.256 10.320 6.079
5 C 16.963 9.111 6.041
6 C 17.179 8.402 7.226
7 C 16.692 8.862 8.451
8 C 16.012 10.082 8.481
9 P 15.542 10.842 10.054
10 C 15.339 9.426 11.168
11 C 15.900 9.384 12.426
12 C 15.498 8.367 13.303
13 C 14.535 7.443 12.927
14 C 14.052 7.406 11.610
15 C 14.449 8.413 10.738
16 C 17.107 11.595 10.545
17 C 18.244 10.826 10.790
18 C 19.471 11.455 11.082
19 C 19.572 12.834 11.038
20 C 18.428 13.602 10.773
21 C 17.210 13.014 10.507
22 H 13.993 11.716 7.923
23 H 14.439 11.986 6.319
24 H 16.077 10.952 5.190
25 H 17.318 8.703 5.100
26 H 17.719 7.444 7.228
27 H 16.881 8.267 9.352
28 H 16.608 10.150 12.780
29 H 15.946 8.358 14.310
30 H 14.176 6.779 13.701
31 H 13.415 6.582 11.248
32 H 14.062 8.512 9.705
33 H 18.151 9.738 10.713
34 H 20.366 10.801 11.261
35 H 20.579 13.254 11.289
36 H 18.497 14.695 10.776
37 H 16.317 13.645 10.359
38 N 12.660 13.994 8.597
39 N 11.631 14.983 8.692
40 C 10.665 15.069 9.633
41 N 9.532 15.625 9.135
42 S 10.758 14.570 11.258
43 H 13.476 14.423 8.120
44 H 12.331 13.163 8.059
45 H 11.550 15.632 7.898
46 H 9.587 16.087 8.249
47 H 8.756 15.801 9.752
48 Br 15.113 12.810 13.247
49 C 15.540 14.653 13.611
50 C 16.281 14.866 14.765
51 C 16.653 16.194 15.128
52 C 16.186 17.309 14.427
53 C 15.402 17.079 13.230
54 C 14.914 18.127 12.448
55 C 14.114 17.880 11.369
56 C 13.773 16.587 10.999
57 C 14.251 15.490 11.663
58 C 15.082 15.748 12.815
59 H 16.589 13.995 15.385
60 H 17.341 16.315 15.976
61 H 16.395 18.335 14.732
62 H 15.196 19.134 12.707
63 H 13.741 18.695 10.724
64 H 13.115 16.432 10.161
65 S 6.705 9.282 11.334
66 C 8.234 9.866 11.281
67 S 9.076 10.112 9.778
68 C 10.621 10.603 10.432
69 C 10.671 10.776 11.882
70 S 11.987 11.416 12.731
71 S 9.205 10.294 12.708
72 S 11.986 10.911 9.435

Computed Löwdin charges, given in elementary charges: 0.783, 0.072, -0.324, -0.043, -0.078, -0.096, -0.096, -0.304, 1.019, -0.403, -0.123, -0.080, -0.088, -0.068, -0.115, -0.404, -0.096, -0.086, -0.091, -0.087, -0.128, -0.027, 0.090, 0.115, 0.102, 0.106, 0.110, 0.089, 0.112, 0.099, 0.112, 0.099, 0.102, 0.118, 0.117, 0.110, 0.076, -0.061, -0.087, -0.834, 0.104, 0.653, 0.124, 0.050, 0.158, 0.100, 0.105, 0.781, -0.557, -0.147, -0.090, -0.021, -0.182, -0.070, -0.111, -0.218, -0.181, -0.242, 0.100, 0.100, 0.105, 0.103, 0.104, 0.035, 0.551, -1.483, 0.876, -1.129, -1.170, 0.475, 0.885, 0.480